Entry 1:
The following is a DFT calculation (ωB97M-V with the def2-TZVPD basis set) of one molecule with the formula C4H6NP at a distorted geometry.

- Total charge: 0
- HOMO-LUMO gap: 10.065 eV
- Relative energy (zero: lowest compared OMol25 entry of this formula, charge and spin): 14.6 kcal per mole

Geometry (Å):
C (-1.54875, -0.88703, -0.21572)
C (-0.28282, -0.16364, 0.08581)
P (1.19170, -1.17868, 0.00034)
N (2.20707, 0.22341, 0.07465)
C (1.52720, 1.30883, 0.00527)
C (0.07514, 1.12638, -0.10568)
H (-1.47515, -1.45815, -1.06422)
H (-2.45682, -0.16704, -0.36915)
H (-1.90463, -1.49320, 0.50867)
H (1.45318, -1.50156, 1.34413)
H (1.90399, 2.24106, 0.02890)
H (-0.69011, 1.94962, -0.29302)

Forces on atoms 1 to 6 (eV/Å):
-2.068 4.969 -0.305
-0.193 -0.461 -0.866
1.039 1.082 0.061
0.928 0.186 0.143
-2.224 -3.673 -0.362
-1.640 0.482 0.298

Results of the Löwdin charge analysis, in e, for atoms 1 through 2: C -0.131; C -0.499


Entry 2:
The following is a DFT calculation (ωB97M-V with the def2-TZVPD basis set) of a 2-piece molecular cluster, C20H41F6N4O8P2S overall at a distorted geometry.

- Total charge: +1
- HOMO-LUMO gap: 6.342 eV

Geometry (Å):
C (6.02891, -0.98137, -0.23873)
C (4.69085, -0.15594, 0.23059)
O (3.76577, 0.17666, -0.90368)
C (2.48587, 0.61683, -0.32872)
C (1.25488, 0.77820, -1.39190)
C (-0.02684, -0.21040, -1.18018)
C (-1.06617, -0.06207, 0.06549)
C (-1.45582, 1.31642, 0.79161)
C (-0.29802, 2.38700, 1.17508)
C (-0.31726, 3.72043, 0.16173)
C (-1.20733, 4.96856, 0.77499)
C (-0.32267, 6.35286, 0.92804)
O (-1.12548, 7.57400, 0.66806)
C (-0.29597, 8.74027, 1.03650)
C (-2.51834, -0.44824, -0.67460)
C (-3.81281, -0.39660, 0.32796)
C (-4.91395, -1.61433, 0.08017)
C (-5.73286, -1.49724, -1.33525)
F (-4.81712, -1.67678, -2.48528)
F (-6.69224, -2.66446, -1.35188)
C (-6.69855, -0.15126, -1.44653)
F (-7.93698, -0.47190, -2.24947)
F (-5.92660, 0.94506, -2.08215)
F (-7.18344, 0.33806, -0.13540)
N (-0.65358, -1.29989, 0.89014)
O (-1.28996, -1.54594, 2.04316)
C (-0.20337, -2.48425, 0.01534)
S (-1.14915, -4.09599, 0.10114)
O (-2.49205, -4.09891, -0.71168)
O (-1.55133, -4.52920, 1.55598)
F (-0.25827, -5.46598, -0.52394)
C (0.21551, -1.84861, -1.44682)
P (-0.63963, -2.57526, -3.04324)
N (-0.44117, -1.57581, -4.34329)
P (1.98302, -2.51092, -1.68236)
O (2.78202, -1.80358, -3.08970)
O (2.02932, -4.22247, -1.98059)
H (6.12867, -1.93478, 0.47255)
H (7.02513, -0.35617, -0.03436)
H (5.97400, -1.38749, -1.33486)
H (4.16212, -0.81860, 1.05936)
H (4.96141, 0.86655, 0.77191)
H (2.17048, -0.09207, 0.55060)
H (2.69474, 1.67847, 0.17479)
H (1.00892, 1.92082, -1.47319)
H (1.71185, 0.48865, -2.45877)
H (-0.68781, 0.04702, -2.14600)
H (-2.23905, 1.89074, 0.09742)
H (-1.98772, 1.03727, 1.82550)
H (0.77444, 1.96221, 1.35488)
H (-0.61007, 2.86221, 2.22779)
H (0.77193, 4.03574, -0.17819)
H (-0.87392, 3.39484, -0.84068)
H (-1.68234, 4.73040, 1.83889)
H (-2.12874, 5.20070, 0.06938)
H (0.56102, 6.30729, 0.15551)
H (0.06625, 6.37845, 2.04342)
H (-0.32927, 8.93913, 2.19681)
H (-0.61550, 9.72493, 0.48342)
H (0.84142, 8.55443, 0.73999)
H (-2.76724, 0.31100, -1.56294)
H (-2.52563, -1.51194, -1.15641)
H (-4.40454, 0.60708, 0.07499)
H (-3.56800, -0.41540, 1.47057)
H (-5.72561, -1.47078, 0.94274)
H (-4.43895, -2.67756, 0.28359)
H (0.29384, -0.96658, 1.23910)
H (-2.16277, -2.02026, 1.91266)
H (0.83897, -2.78391, 0.47461)
H (-2.06082, -2.73809, -2.89456)
H (-0.09372, -3.84424, -3.44353)
H (0.09970, -0.73563, -4.05731)
H (2.13533, -1.29762, -3.64759)
H (1.96820, -4.44472, -2.96164)
C (4.88735, -3.56386, 3.06154)
O (4.47286, -2.83850, 2.17131)
N (6.19598, -3.69033, 3.34653)
N (4.07272, -4.30170, 3.83717)
H (6.55655, -4.28246, 4.07562)
H (6.84356, -3.15178, 2.78604)
H (3.07972, -4.23566, 3.65582)
H (4.39537, -4.90475, 4.57500)

Forces on atoms 1 to 6 (eV/Å):
0.381 -0.370 0.863
0.511 0.033 1.062
-1.224 -0.443 2.138
0.388 1.145 0.729
1.753 -0.570 -0.734
-0.703 0.996 -2.693

Results of the Löwdin charge analysis, in e, for atoms 1 through 2: C -0.087; C -0.227


Entry 3:
The following is a DFT calculation (ωB97M-V with the def2-TZVPD basis set) of a 13-piece molecular cluster, C42H119N17O14 overall at a distorted geometry.

- Total charge: 0
- HOMO-LUMO gap: 9.006 eV
- Relative energy (zero: lowest compared OMol25 entry of this formula, charge and spin): 66.7 kcal per mole

Geometry (Å):
C (-1.17971, 2.37709, 7.00992)
C (0.14988, 2.44481, 6.18744)
C (1.27158, 2.64967, 7.17308)
O (2.54699, 2.71455, 6.45423)
C (3.67246, 2.91294, 7.34503)
N (0.41958, 1.26961, 5.37202)
H (-1.98640, 2.57145, 6.31500)
H (-1.25996, 3.03153, 7.90759)
H (-1.28914, 1.33082, 7.33957)
H (0.03234, 3.36242, 5.65566)
H (1.34051, 1.83070, 7.88957)
H (1.14477, 3.55441, 7.72503)
H (3.56723, 3.88319, 7.85114)
H (4.54567, 2.75268, 6.73081)
H (3.64849, 2.23850, 8.23153)
H (1.38561, 1.33426, 5.03557)
H (0.36269, 0.43235, 5.91938)
C (-3.13062, -2.93528, 5.20904)
C (-2.63278, -1.54964, 4.61533)
C (-1.12330, -1.46617, 4.66544)
O (-0.64064, -1.50710, 6.01037)
C (0.09053, -2.72307, 6.33202)
N (-3.02862, -1.38189, 3.20502)
H (-2.98643, -2.94953, 6.35172)
H (-2.71094, -3.83692, 4.72059)
H (-4.23553, -2.85756, 5.09685)
H (-3.14922, -0.74091, 5.17295)
H (-0.86246, -0.47538, 4.25593)
H (-0.63285, -2.27307, 4.09069)
H (1.09835, -2.69497, 5.85943)
H (-0.50104, -3.57110, 5.98041)
H (0.21562, -2.70532, 7.41806)
H (-3.97021, -1.10997, 3.06826)
H (-2.97567, -2.28768, 2.74836)
C (-0.28422, -3.97125, -4.14476)
C (-0.11291, -3.00331, -5.32529)
C (-0.07905, -3.78891, -6.66507)
O (0.92264, -4.79062, -6.67361)
C (0.63317, -5.88811, -7.47679)
N (-1.15818, -1.91956, -5.29665)
H (0.30452, -4.87184, -4.21590)
H (-1.31034, -4.30990, -4.10883)
H (0.08333, -3.50067, -3.25996)
H (0.85516, -2.47118, -5.26422)
H (-0.00084, -3.21902, -7.59862)
H (-1.08116, -4.28100, -6.72536)
H (0.77294, -5.64654, -8.54981)
H (-0.45799, -6.21121, -7.43622)
H (1.17476, -6.80173, -7.20342)
H (-0.68732, -1.08009, -5.66738)
H (-1.89342, -2.27226, -5.93913)
C (4.92578, -0.36264, 2.32030)
C (3.41539, -0.20888, 2.17153)
C (2.66535, -1.50947, 2.48213)
O (2.94501, -2.52905, 1.52098)
C (2.44663, -3.76301, 1.92441)
N (2.91877, 0.81455, 3.11758)
H (5.49231, 0.52714, 2.05177)
H (5.31266, -1.18901, 1.75246)
H (5.13959, -0.46591, 3.36387)
H (3.13846, 0.02256, 1.12672)
H (1.56733, -1.27312, 2.45962)
H (3.00883, -1.74697, 3.50218)
H (2.93152, -4.47726, 1.29650)
H (1.36857, -3.75210, 1.64878)
H (2.69793, -3.91601, 2.99554)
H (2.28802, 1.50622, 2.69821)
H (3.60689, 1.33934, 3.61511)
C (5.57334, 5.12732, -2.92920)
C (5.00509, 5.26797, -1.49324)
C (6.19105, 5.41016, -0.51861)
O (5.79895, 5.83105, 0.77936)
C (5.58711, 4.78116, 1.69132)
N (4.07425, 6.39168, -1.39964)
H (6.44910, 4.43814, -2.93968)
H (5.98406, 6.09696, -3.25820)
H (4.76389, 4.69690, -3.52433)
H (4.49865, 4.31546, -1.27152)
H (6.80421, 6.24840, -0.93371)
H (6.79989, 4.47646, -0.48942)
H (4.90909, 3.94716, 1.36240)
H (5.06728, 5.19535, 2.55761)
H (6.52319, 4.32294, 2.03215)
H (4.41394, 7.26638, -1.75742)
H (3.96761, 6.55016, -0.39937)
C (-2.32312, 1.29111, -5.87651)
C (-0.97330, 2.00135, -5.66510)
C (-1.03975, 3.26087, -4.74735)
O (-2.03495, 4.18155, -5.25396)
C (-1.60522, 4.72958, -6.43480)
N (0.15472, 1.12852, -5.28914)
H (-2.43686, 0.54295, -5.10920)
H (-2.46556, 0.75104, -6.80779)
H (-3.12139, 2.03260, -5.78017)
H (-0.70480, 2.46779, -6.59465)
H (-0.07754, 3.82183, -4.62779)
H (-1.36453, 3.01583, -3.74084)
H (-1.75459, 4.07689, -7.30801)
H (-0.52106, 4.94482, -6.31727)
H (-2.14700, 5.68656, -6.64754)
H (0.13334, 0.67814, -4.38113)
H (1.07941, 1.57647, -5.24769)
C (5.41186, -3.02484, -0.69903)
C (4.79668, -3.53664, -1.99522)
C (3.59232, -4.34746, -1.88835)
O (3.77196, -5.31585, -0.87040)
C (2.70870, -6.20733, -0.90184)
N (4.41438, -2.31042, -2.74243)
H (5.78001, -3.79987, 0.01099)
H (4.75534, -2.34545, -0.12916)
H (6.31264, -2.48614, -1.00156)
H (5.58431, -4.17439, -2.42581)
H (3.39738, -4.85445, -2.81409)
H (2.68677, -3.78751, -1.75273)
H (2.68978, -6.82788, -0.00746)
H (2.68206, -6.84854, -1.77106)
H (1.75459, -5.67033, -0.87117)
H (4.05931, -2.54412, -3.66139)
H (5.20851, -1.71010, -2.88776)
C (-0.60288, 1.75829, 2.11343)
C (-1.03157, 1.17337, 0.85981)
C (0.04090, 0.16046, 0.32517)
O (-0.08355, -0.19319, -1.01008)
C (0.94292, -1.14465, -1.28252)
N (-2.33028, 0.41810, 0.99977)
H (-0.55245, 1.06439, 2.96410)
H (-1.24551, 2.60643, 2.40675)
H (0.38069, 2.20911, 2.12267)
H (-1.14054, 1.97853, 0.11777)
H (0.05574, -0.69665, 1.04325)
H (1.00878, 0.57539, 0.51330)
H (0.53228, -2.06712, -0.78535)
H (1.95912, -0.96735, -0.85304)
H (0.86645, -1.43189, -2.31524)
H (-2.17001, -0.33941, 1.67982)
H (-3.00683, 1.03974, 1.44741)
C (-7.54482, -1.45396, -2.15264)
O (-7.21012, -0.51078, -1.12567)
C (-7.21855, -1.07825, 0.14550)
C (-6.42041, -0.03699, 0.99048)
N (-6.14009, -0.37262, 2.39433)
C (-6.06440, 0.77616, 3.33114)
C (-7.44331, 1.36616, 3.67026)
O (-8.11157, 0.52765, 4.66572)
C (-7.90064, 0.97732, 6.00220)
H (-8.60553, -1.46259, -2.32424)
H (-7.10541, -2.40945, -1.92971)
H (-7.13800, -1.16880, -3.10180)
H (-6.66640, -2.05892, 0.24289)
H (-8.23267, -1.27354, 0.52239)
H (-6.98632, 0.93460, 0.88878)
H (-5.40081, 0.09122, 0.57472)
H (-6.87469, -0.97556, 2.67519)
H (-5.43333, 1.54405, 2.94366)
H (-5.57663, 0.45307, 4.29340)
H (-8.09272, 1.42397, 2.78320)
H (-7.45296, 2.37079, 4.10570)
H (-8.75194, 0.64891, 6.56476)
H (-7.93590, 2.07015, 6.07166)
H (-6.97655, 0.57758, 6.51698)
C (3.65023, 0.89982, -4.21872)
O (4.36768, 0.13496, -4.81627)
N (3.06784, 0.50887, -3.05013)
N (3.32127, 2.17092, -4.58615)
H (3.34632, -0.38665, -2.75974)
H (2.96497, 1.33594, -2.42386)
H (4.11738, 2.63685, -5.01777)
H (2.93417, 2.60775, -3.75893)
C (1.33424, 4.02777, -1.74786)
O (2.39620, 3.44033, -2.03593)
N (0.19205, 3.36284, -1.32114)
N (1.13135, 5.42144, -1.81864)
H (-0.63248, 3.96000, -1.33500)
H (-0.06888, 2.46973, -1.71510)
H (1.95766, 6.00666, -1.79702)
H (0.41552, 5.64068, -1.14121)
C (-3.69397, -0.77796, -2.75602)
O (-4.35681, -1.50455, -3.49844)
N (-4.22926, -0.03068, -1.77226)
N (-2.37075, -0.59694, -2.96944)
H (-3.65170, 0.04645, -0.96151)
H (-5.13552, -0.22816, -1.46468)
H (-1.74183, -0.34868, -2.15487)
H (-1.89751, -1.08270, -3.72489)
C (-1.43688, -3.39763, 0.35085)
O (-1.13968, -3.25934, 1.53072)
N (-1.79771, -2.49722, -0.46513)
N (-1.33624, -4.68363, -0.15195)
H (-1.70999, -1.57765, -0.12822)
H (-1.89789, -2.70408, -1.42548)
H (-0.79067, -5.31570, 0.48155)
H (-1.21061, -4.75800, -1.15348)

Forces on atoms 1 to 6 (eV/Å):
0.524 -1.209 -0.235
-0.222 -0.267 2.064
1.706 -0.230 -0.657
-0.205 -0.042 1.150
-1.892 -0.265 0.469
-0.096 1.150 -0.751

Results of the Löwdin charge analysis, in e, for atoms 1 through 2: C -0.046; C -0.418


Entry 4:
The following is a DFT calculation (ωB97M-V with the def2-TZVPD basis set) of CHLiO2Tm as an isolated structure at a distorted geometry.

- Total charge: +3
- Multiplicity: 3
- <S²>: 2.03
- HOMO-LUMO gap (alpha / beta): 10.268 / 5.759 eV
- Relative energy (zero: lowest compared OMol25 entry of this formula, charge and spin): 12.9 kcal per mole

Geometry (Å):
H (-1.22188, 0.55680, -0.59956)
O (-0.30241, -0.35511, -0.44776)
C (-0.41627, 0.78045, 0.23487)
O (0.53401, 1.49703, 0.22734)
Li (-0.55683, -2.14351, 0.12143)
Tm (1.96337, -0.33565, 0.46368)

Cartesian forces, eV/Å:
-2.868 0.729 -0.719
0.652 -3.500 0.896
1.487 1.854 -2.090
0.429 1.227 2.495
-1.782 -1.500 -0.356
2.082 1.191 -0.226

Results of the Löwdin charge analysis, in e, for atoms 1 through 2: H 0.291; O -0.138


no.,total energy (Ha)
1,-552.0672
2,-3286.8678
3,-3655.7456
4,-1280.4726